# 1
C21H20F2O5 | ωB97M-V/def2-TZVPD

Geometry as ORCA input:
```
! RIJCOSX wB97M-V def2-TZVPD def2/J DEFGRID3
* xyz 0 1
F 2.706 -4.177 -1.193
F -4.295 -1.950 -4.221
O 1.989 2.464 2.249
O -0.635 2.440 2.644
O 0.715 -0.855 2.260
O -1.663 0.466 2.304
O 3.038 0.455 2.254
C 1.828 -1.978 -1.035
C -5.151 0.114 -3.402
C 2.036 -0.572 -1.021
C 0.685 0.467 2.248
C -2.862 1.224 2.477
C -0.332 -0.036 -1.450
C -4.102 -0.801 -3.488
C -1.427 0.817 -1.422
C -3.729 1.504 -2.002
C -2.871 -0.611 -2.872
C -2.665 0.565 -2.092
C 3.365 -0.088 -1.133
C 2.919 -2.818 -1.205
C -4.940 1.279 -2.645
C -0.553 1.238 2.429
C 0.914 0.314 -0.941
C 4.222 -2.350 -1.367
C -0.024 -1.638 3.260
C 4.428 -0.962 -1.325
C 1.935 1.242 2.265
C 4.236 1.218 2.410
H 0.494 -1.541 4.222
H -3.565 2.413 -1.417
H 5.436 -0.563 -1.446
H 5.041 -3.052 -1.514
H 3.519 0.994 -1.114
H -1.051 -1.265 3.313
H 5.056 0.552 2.142
H -0.450 -1.023 -1.912
H 0.824 -2.384 -0.917
H -2.956 1.541 3.526
H 0.015 -2.664 2.888
H 4.325 1.543 3.456
H -1.330 1.758 -0.872
H -6.093 -0.083 -3.910
H -2.080 -1.349 -2.992
H -2.837 2.114 1.836
H 4.218 2.103 1.763
H -5.742 2.014 -2.564
H 1.095 1.359 -0.669
H -3.682 0.562 2.195
*
```

## Properties
F_max	0.0333	hartree/bohr
highest occupied orbital energy	-6.46	eV



# 2
C21H20F3NO4 | ωB97M-V/def2-TZVPD

Geometry as ORCA input:
```
! RIJCOSX wB97M-V def2-TZVPD def2/J DEFGRID3
* xyz 0 1
F 4.169 3.518 1.220
F 2.313 4.548 0.871
F 3.071 4.349 2.872
O -2.263 -1.832 0.438
O -0.340 -3.428 -4.185
O -1.989 0.436 0.946
O 0.304 -3.374 -1.438
N -1.942 -3.446 -1.626
C 0.879 2.461 2.380
C -0.635 0.151 -1.592
C -2.610 0.885 -0.250
C -2.816 -0.337 -2.453
C -2.017 0.234 -1.472
C -2.241 -1.023 -3.508
C -0.804 -3.078 -1.017
C 0.147 1.299 2.534
C -1.565 -1.146 2.659
C -0.074 -1.246 2.311
C -0.983 -2.286 0.234
C -0.257 -2.086 -4.621
C -0.064 -0.545 -2.640
C 0.046 -2.045 1.045
C 2.168 2.408 1.868
C 1.982 0.031 1.681
C -0.862 -1.159 -3.597
C 0.678 0.068 2.171
C -2.387 -0.815 1.410
C 2.932 3.688 1.706
C 2.726 1.185 1.523
H -3.693 0.707 -0.201
H 0.999 -2.459 0.763
H 0.788 -1.810 -4.816
H -0.814 -2.046 -5.561
H -0.853 1.377 2.923
H 0.453 3.414 2.656
H -0.014 0.606 -0.834
H -1.758 -0.406 3.431
H 2.433 -0.912 1.416
H -1.878 -3.843 -2.554
H 0.425 -1.804 3.116
H 3.731 1.137 1.136
H -3.892 -0.263 -2.379
H 1.011 -0.635 -2.701
H -3.470 -0.810 1.638
H 0.145 -3.508 -3.340
H -1.905 -2.118 3.021
H -2.818 -3.076 -1.299
H -2.869 -1.486 -4.256
H -2.424 1.964 -0.263
*
```

## Properties
SMILES string	NC(=O)C1=C[C@@H](c2ccc(C(F)(F)F)cc2)C[C@@H](OCc2ccc(CO)cc2)O1
F_max	0.0185	hartree/bohr
highest occupied orbital energy	-9.10	eV



# 3
C21H20IIrN6OS | ωB97M-V/def2-TZVPD

Geometry as ORCA input:
```
! RIJCOSX wB97M-V def2-TZVPD def2/J DEFGRID3
* xyz 1 2
Ir -1.163 1.395 1.027
I -3.382 0.111 1.505
S 0.020 -0.727 1.739
O -0.948 0.820 -0.912
N 0.255 -2.049 -0.572
N 1.190 1.647 -0.516
N -0.696 2.026 2.941
N -1.301 -2.894 0.925
N -1.957 4.341 0.393
N 0.699 1.889 0.725
C -1.451 2.100 4.031
C -2.704 -4.855 0.615
C -0.322 0.140 -3.491
C -1.012 -4.012 -1.086
C 1.909 0.995 -3.157
C -0.362 -1.971 0.587
C 2.792 2.776 1.617
C -0.960 2.593 5.229
C 0.265 1.087 -1.282
C 0.675 -3.062 -2.709
C 0.592 2.467 2.974
C -1.652 -3.922 0.123
C 0.349 3.032 5.284
C 1.276 0.069 -5.283
C 2.228 0.662 -4.463
C -0.054 -3.045 -1.411
C -1.707 3.238 0.623
C 1.366 2.369 1.718
C 1.134 2.970 4.141
C 0.002 -0.190 -4.796
C 0.633 0.732 -2.666
H 3.401 2.218 2.331
H 0.759 3.428 6.203
H 3.154 2.586 0.612
H 1.742 -2.935 -2.529
H 2.641 1.458 -2.511
H -1.607 2.633 6.093
H 0.494 -3.976 -3.270
H -2.425 -5.271 1.584
H -1.316 -0.040 -3.104
H 1.526 -0.181 -6.305
H -2.851 -5.671 -0.087
H 2.157 3.316 4.152
H -1.745 -2.776 1.829
H -3.650 -4.323 0.734
H 3.218 0.870 -4.845
H -1.245 -4.818 -1.765
H -2.471 1.757 3.929
H -0.743 -0.640 -5.441
H 2.894 3.839 1.840
H 0.353 -2.204 -3.302
*
```

## Properties
F_max	0.0260	hartree/bohr
highest occupied orbital energy (spin up / spin down)	-11.26 / -11.21	eV
ΔE to the lowest compared entry with this formula, charge and spin	0.0	kJ/mol



# 4
C21H20N2O3S | ωB97M-V/def2-TZVPD

Geometry as ORCA input:
```
! RIJCOSX wB97M-V def2-TZVPD def2/J DEFGRID3
* xyz 0 1
S 2.805 1.617 1.160
O -3.873 0.707 1.657
O -0.497 0.207 4.973
O -4.401 0.440 -2.448
N 1.051 0.939 3.463
N -3.436 -0.604 -0.127
C -5.978 -0.194 -3.881
C 5.196 0.213 -1.745
C 0.613 0.607 4.717
C 3.009 -0.714 -0.322
C 4.704 -1.061 -2.006
C -4.819 -0.880 -0.430
C 0.442 1.150 -0.155
C -5.157 -0.498 -1.836
C -0.986 0.590 2.156
C -3.076 0.244 0.869
C 4.604 1.023 -0.796
C 3.504 0.560 -0.088
C -6.141 -0.925 -2.678
C -1.612 0.538 0.919
C -0.896 0.818 -0.241
C 5.332 -1.922 -3.058
C 1.697 0.796 5.757
C 3.605 -1.508 -1.282
C -4.906 0.616 -3.682
C 0.368 0.894 2.253
C 1.078 1.171 1.076
H 1.005 1.388 -1.045
H 3.213 -2.498 -1.464
H 5.165 -2.976 -2.849
H -2.739 -0.939 -0.773
H 2.023 1.834 5.772
H -4.418 1.333 -4.312
H 2.022 1.217 3.371
H -1.384 0.825 -1.204
H 2.162 -1.081 0.239
H 6.052 0.578 -2.294
H -6.577 -0.268 -4.765
H 2.553 0.164 5.527
H 6.403 -1.739 -3.121
H 1.306 0.528 6.734
H -1.555 0.390 3.049
H -5.405 -0.292 0.287
H -5.051 -1.941 -0.277
H 4.896 -1.698 -4.033
H 4.988 2.012 -0.598
H -6.889 -1.662 -2.468
*
```

## Properties
SMILES string	CC(=O)Nc1cc(C(=O)NCc2ccco2)ccc1Sc1ccc(C)cc1
F_max	0.0177	hartree/bohr
highest occupied orbital energy	-8.23	eV
ΔE to the lowest compared entry with this formula, charge and spin	12.4	kJ/mol



| no. | E (eV) |
| --- | --- |
| 1 | -37769.82995 |
| 2 | -39935.22478 |
| 3 | -54860.22526 |
| 4 | -42060.29688 |